{
  "formula": "C41H42N8O6PS2Sc",
  "method": "ωB97M-V/def2-TZVPD",
  "homo_lumo_gap_ev": 6.127,
  "e_above_lowest_kcal_mol": 9.3,
  "e_tot_ha": -4375.92739,
  "species": ["Sc", "N", "C", "N", "C", "N", "N", "C", "C", "C", "C", "C", "C", "N", "C", "C", "C", "C", "C", "C", "H", "H", "H", "H", "H", "H", "H", "H", "H", "H", "H", "O", "C", "O", "C", "C", "C", "C", "C", "C", "S", "H", "H", "H", "H", "N", "C", "C", "C", "C", "C", "C", "S", "N", "C", "C", "C", "C", "C", "C", "N", "H", "H", "H", "H", "H", "H", "H", "H", "H", "C", "C", "C", "C", "O", "P", "O", "O", "O", "C", "C", "C", "C", "H", "H", "H", "H", "H", "H", "H", "H", "H", "H", "H", "H", "H", "H", "H", "H", "H", "H"],
  "coordinates": [[0.3679, 0.4312, 0.2748], [0.9280, -3.5745, -1.9695], [0.4447, -2.4730, -1.3746], [1.1400, -1.6874, -0.6260], [2.4706, -1.9935, -0.3458], [3.1600, -1.3591, 0.5277], [2.4169, -0.3496, 1.1487], [2.9001, 0.0477, 2.2459], [2.1470, 1.0053, 3.0727], [2.6750, 1.4604, 4.2635], [1.9006, 2.3027, 5.0499], [0.6298, 2.6247, 4.6205], [0.1827, 2.1225, 3.4024], [0.9300, 1.3424, 2.6341], [3.0966, -3.0960, -1.0979], [4.4627, -3.3729, -1.0384], [4.9930, -4.4295, -1.7497], [4.1582, -5.2298, -2.5335], [2.8078, -4.9673, -2.6118], [2.2837, -3.8937, -1.8949], [0.3111, -4.1318, -2.5350], [-0.5976, -2.2216, -1.5476], [3.8370, -0.3629, 2.6110], [3.6722, 1.1623, 4.5626], [2.2866, 2.6921, 5.9835], [-0.0162, 3.2694, 5.2005], [-0.8030, 2.3499, 3.0187], [5.0839, -2.7444, -0.4129], [6.0535, -4.6400, -1.7006], [4.5710, -6.0636, -3.0881], [2.1571, -5.5829, -3.2236], [2.9428, 3.0703, 0.7434], [1.7659, 2.9833, 0.4440], [1.2851, 2.0023, -0.2871], [0.7627, 4.0128, 0.8644], [1.2826, 5.2467, 1.2658], [0.4608, 6.2832, 1.6579], [-0.9175, 6.0788, 1.6505], [-1.4434, 4.8575, 1.2721], [-0.6280, 3.7808, 0.8732], [-1.4604, 2.2600, 0.5186], [2.3593, 5.3602, 1.2585], [0.8790, 7.2358, 1.9597], [-1.5861, 6.8786, 1.9500], [-2.5158, 4.6990, 1.2849], [-0.0098, 1.8168, -4.3898], [-1.1752, 2.6147, -4.2734], [-1.2831, 3.8152, -4.9519], [-2.4354, 4.5824, -4.8201], [-3.4582, 4.1617, -3.9829], [-3.3253, 2.9706, -3.2766], [-2.1976, 2.1847, -3.4464], [-2.0445, 0.6569, -2.6156], [-0.3452, 0.5383, -2.4403], [0.4133, 1.0190, -3.3395], [1.8971, 0.7269, -3.3410], [2.6127, 0.7071, -4.5365], [3.9825, 0.4969, -4.4934], [4.5929, 0.3245, -3.2647], [3.7898, 0.3112, -2.1340], [2.4718, 0.4830, -2.1710], [0.7367, 2.2727, -4.8857], [-0.4667, 4.1543, -5.5819], [-2.5189, 5.5178, -5.3592], [-4.3508, 4.7631, -3.8635], [-4.0994, 2.6479, -2.5883], [2.1112, 0.8110, -5.4892], [4.5585, 0.4689, -5.4101], [5.6629, 0.1903, -3.1760], [4.2191, 0.1526, -1.1486], [0.2390, -4.0686, 1.8895], [-1.2640, -3.8866, 2.0687], [-2.0092, -5.1655, 1.7461], [-1.5904, -3.4101, 3.4775], [-1.7135, -2.9361, 1.0575], [-1.5782, -1.3542, 1.1533], [-0.2754, -0.9660, 1.8106], [-1.6231, -0.8232, -0.2496], [-2.7476, -0.8452, 2.0738], [-4.1742, -0.7818, 1.7466], [-4.6544, -2.0407, 1.0341], [-4.8499, -0.6330, 3.0947], [-4.3993, 0.4435, 0.8796], [0.6281, -4.7628, 2.6372], [0.7491, -3.1093, 1.9995], [0.4544, -4.4741, 0.8966], [-1.6827, -5.9658, 2.4132], [-1.8129, -5.4671, 0.7151], [-3.0848, -5.0285, 1.8676], [-1.2040, -4.1439, 4.1866], [-2.6696, -3.3223, 3.6233], [-1.1306, -2.4438, 3.6955], [-4.5037, -2.9286, 1.6508], [-4.1384, -2.1872, 0.0833], [-5.7218, -1.9371, 0.8304], [-4.7117, -1.5320, 3.7002], [-5.9199, -0.4621, 2.9593], [-4.4230, 0.2169, 3.6295], [-3.8433, 0.3637, -0.0578], [-4.0549, 1.3458, 1.3863], [-5.4660, 0.5314, 0.6585]],
  "atomic_forces_ev_per_a": [[-0.87, -0.63, -0.09], [0.12, -0.11, 0.00], [-0.03, 0.19, -0.13], [0.16, 0.21, 0.16], [-0.19, -0.37, -0.42], [-0.09, 0.34, 0.27], [-0.05, -0.41, -0.44], [0.02, 0.33, 0.37], [0.14, -0.20, -0.24], [0.08, 0.06, 0.20], [0.08, -0.01, 0.04], [-0.04, 0.03, -0.01], [0.04, -0.04, 0.02], [0.07, 0.02, -0.27], [-0.05, 0.16, 0.13], [0.07, 0.00, 0.07], [-0.02, 0.01, -0.02], [0.09, -0.03, 0.01], [-0.03, -0.02, 0.00], [-0.16, -0.05, -0.11], [0.00, -0.02, -0.03], [0.04, -0.02, 0.05], [0.07, 0.02, 0.04], [-0.04, 0.02, 0.00], [-0.01, -0.01, -0.02], [0.01, -0.01, -0.01], [-0.02, 0.01, -0.01], [-0.02, -0.03, -0.03], [-0.04, 0.00, 0.00], [0.00, 0.04, 0.02], [0.02, 0.04, 0.03], [0.18, 0.05, 0.05], [-0.23, -0.18, -0.36], [1.02, 1.13, 0.27], [-0.08, -0.02, -0.01], [-0.05, -0.04, -0.01], [-0.05, 0.01, -0.02], [-0.02, -0.04, 0.00], [0.03, -0.04, -0.02], [0.06, 0.08, -0.03], [-0.05, 0.09, 0.04], [-0.01, -0.02, 0.00], [-0.02, -0.03, -0.01], [0.00, -0.03, -0.01], [0.03, 0.02, 0.01], [-0.11, -0.11, -0.07], [0.20, -0.03, -0.02], [0.00, 0.13, -0.03], [0.02, -0.04, 0.03], [0.03, -0.06, 0.00], [-0.09, 0.16, -0.01], [-0.14, 0.11, 0.01], [0.10, -0.19, -0.01], [0.00, -0.30, 0.44], [0.36, 0.27, -0.16], [-0.21, 0.02, 0.01], [-0.02, 0.01, -0.07], [-0.03, -0.01, -0.04], [0.02, 0.03, -0.01], [-0.07, 0.04, 0.08], [0.08, -0.25, -0.01], [0.07, 0.03, -0.05], [-0.04, -0.01, 0.01], [0.00, -0.04, 0.01], [0.04, -0.02, -0.01], [0.07, 0.02, -0.03], [-0.01, 0.05, -0.01], [-0.02, 0.01, 0.02], [-0.03, -0.01, -0.01], [-0.04, 0.02, -0.10], [0.08, 0.04, 0.01], [0.15, 0.21, -0.07], [-0.04, -0.13, -0.02], [-0.04, 0.06, 0.05], [-0.12, -0.30, 0.02], [0.15, -0.14, 0.12], [-0.29, 0.02, 0.31], [0.05, 0.15, 0.03], [-0.28, -0.23, 0.14], [0.13, 0.08, -0.16], [0.10, -0.04, 0.02], [-0.05, 0.02, 0.12], [-0.05, 0.07, -0.09], [-0.02, -0.02, -0.03], [-0.04, -0.08, 0.02], [-0.01, 0.01, 0.03], [-0.02, 0.01, -0.02], [0.00, 0.01, 0.04], [0.02, 0.01, 0.00], [-0.03, 0.00, 0.03], [0.05, 0.01, -0.03], [0.00, -0.09, -0.05], [0.01, 0.02, -0.01], [-0.01, 0.05, 0.03], [0.02, -0.01, 0.02], [0.00, 0.04, -0.02], [0.03, -0.02, 0.01], [-0.04, -0.03, -0.03], [-0.05, -0.01, 0.07], [-0.04, -0.06, -0.01], [0.02, 0.04, -0.01]],
  "mulliken_charge": [-0.0650, 0.3144, -1.6326, 1.7585, -0.3999, -1.5389, 2.1928, -1.1536, 1.0394, -1.0214, -0.6141, -1.0628, -0.6884, 0.9617, 0.5312, -0.3927, -0.9470, -0.4498, -1.0341, 0.0642, 0.3255, 0.6814, 0.3724, 0.5145, 0.4100, 0.4811, 0.7860, 0.4703, 0.4410, 0.4172, 0.4522, -0.7555, 0.1010, -0.0031, 0.3852, -0.8050, -0.6560, -0.6097, -1.0105, 0.3558, -0.1273, 0.4787, 0.4078, 0.3916, 0.4888, -0.1425, 0.0372, -0.7549, -0.6024, -0.7735, -0.6689, 0.9023, -0.2405, 0.0509, 0.2191, 0.3728, -0.6751, -0.7970, -0.9871, -0.4304, 0.6201, 0.2887, 0.3742, 0.3819, 0.3915, 0.4022, 0.6858, 0.4253, 0.4498, 0.5901, -1.2210, 1.7493, -1.7297, -1.3094, -0.2008, 0.3941, -0.1433, -0.3554, -0.0603, 1.8984, -1.4693, -1.8617, -1.4612, 0.6219, -0.0276, 0.1680, 0.3920, 0.3412, 0.3368, 0.5631, 0.2325, 0.0573, 0.1834, 0.2313, 0.5691, 0.3732, 0.4284, 0.3313, 0.1931, 0.2731, 0.5268]
}


{
  "formula": "C36H49N5O2STl",
  "method": "ωB97M-V/def2-TZVPD",
  "homo_lumo_gap_ev": [5.574, 5.658],
  "charge": -1,
  "e_tot_ha": -2396.21751,
  "species": ["Tl", "C", "C", "N", "N", "C", "N", "S", "C", "C", "C", "C", "C", "N", "H", "H", "H", "H", "H", "H", "H", "H", "H", "C", "C", "C", "C", "C", "C", "C", "N", "C", "C", "C", "C", "C", "C", "O", "C", "C", "C", "C", "C", "C", "C", "C", "C", "O", "C", "C", "C", "C", "C", "C", "H", "H", "H", "H", "H", "H", "H", "H", "H", "H", "H", "H", "H", "H", "H", "H", "H", "H", "H", "H", "H", "H", "H", "H", "H", "H", "H", "H", "H", "H", "H", "H", "H", "H", "H", "H", "H", "H", "H", "H"],
  "coordinates": [[0.9799, 0.4586, 1.9923], [-3.2045, -2.3668, 2.8534], [-2.0611, -1.3928, 2.9657], [-1.0448, -1.4231, 2.1718], [-1.0887, -2.3140, 1.1707], [0.0676, -2.6597, 0.6393], [-0.0593, -3.4214, -0.5004], [1.6499, -2.4125, 1.2441], [-2.0798, -0.4206, 4.0688], [-3.2323, -0.2332, 4.8425], [-3.2017, 0.6355, 5.9162], [-2.0300, 1.3183, 6.2053], [-0.9463, 1.1067, 5.3663], [-0.9648, 0.2698, 4.3406], [-2.9588, -3.0991, 2.0902], [-4.1323, -1.8619, 2.5663], [-3.3652, -2.8801, 3.8049], [-0.9235, -3.2900, -1.0060], [0.7839, -3.5015, -1.0430], [-4.1466, -0.7552, 4.5938], [-4.0873, 0.7901, 6.5206], [-1.9603, 1.9920, 7.0492], [-0.0089, 1.6332, 5.5285], [1.6028, -0.3826, -6.3121], [1.7407, -1.5874, -5.3678], [0.4455, -2.4127, -5.4193], [2.8814, -2.4766, -5.8813], [1.9966, -1.0759, -3.9480], [0.9750, -0.5937, -3.1977], [1.1668, -0.0806, -1.8727], [0.2456, 0.2968, -1.0017], [-1.0969, 0.2814, -1.0349], [-1.9294, -0.4624, -1.9193], [-3.2863, -0.3556, -1.9235], [-3.8754, 0.6066, -1.0577], [-3.1764, 1.3394, -0.1456], [-1.7333, 1.1257, -0.0100], [-1.0837, 1.6962, 0.8973], [-3.8840, 2.3619, 0.7485], [-3.2502, 3.7500, 0.5482], [-3.7621, 1.9403, 2.2209], [-5.3733, 2.4799, 0.4193], [-4.1250, -1.1826, -2.9016], [-3.7023, -2.6566, -2.8641], [-3.9134, -0.6330, -4.3221], [-5.6230, -1.1233, -2.5825], [2.5622, 0.0979, -1.3949], [2.8102, 0.7594, -0.3838], [3.6309, -0.5347, -2.1835], [3.3200, -1.0650, -3.3914], [5.0588, -0.5509, -1.6410], [5.5980, 0.8858, -1.5396], [6.0027, -1.3455, -2.5460], [5.0711, -1.2175, -0.2538], [1.4043, -0.7161, -7.3364], [2.5218, 0.2086, -6.3142], [0.7840, 0.2652, -5.9923], [0.3348, -2.8793, -6.4018], [-0.4362, -1.7908, -5.2506], [0.4620, -3.2002, -4.6627], [2.5820, -2.9468, -6.8206], [3.1197, -3.2677, -5.1668], [3.7864, -1.8987, -6.0788], [-0.0105, -0.5720, -3.6224], [-1.4715, -1.1878, -2.5666], [-4.9452, 0.7508, -1.1207], [-2.1928, 3.7259, 0.7990], [-3.7488, 4.4861, 1.1872], [-3.3547, 4.0669, -0.4935], [-2.7177, 1.8527, 2.5057], [-4.2473, 0.9711, 2.3722], [-4.2502, 2.6787, 2.8665], [-5.5348, 2.7644, -0.6239], [-5.8137, 3.2540, 1.0529], [-5.9036, 1.5446, 0.6197], [-2.6600, -2.7896, -3.1626], [-4.3156, -3.2435, -3.5543], [-3.8297, -3.0665, -1.8592], [-2.8619, -0.6992, -4.6107], [-4.2062, 0.4186, -4.3665], [-4.5102, -1.1925, -5.0507], [-5.8151, -1.4131, -1.5470], [-6.1638, -1.8125, -3.2356], [-6.0324, -0.1249, -2.7497], [4.1136, -1.4946, -3.9868], [5.6148, 1.3589, -2.5258], [6.6202, 0.8757, -1.1462], [4.9739, 1.4801, -0.8763], [6.1209, -0.8710, -3.5242], [5.6469, -2.3692, -2.6906], [6.9880, -1.3960, -2.0775], [4.4629, -0.6581, 0.4525], [6.0957, -1.2703, 0.1270], [4.6693, -2.2320, -0.3188]],
  "atomic_forces_ev_per_a": [[0.09, 0.05, -0.22], [0.04, 0.07, -0.06], [-0.01, -0.32, -0.27], [0.08, 0.17, 0.51], [-0.14, -0.12, -0.54], [-0.06, -0.10, 0.20], [-0.02, 0.03, -0.06], [0.03, 0.20, -0.02], [0.11, 0.27, 0.22], [-0.07, -0.10, -0.03], [0.02, 0.07, 0.01], [-0.04, -0.01, 0.00], [-0.01, 0.02, -0.01], [0.13, -0.11, -0.14], [-0.05, 0.01, 0.01], [-0.01, -0.03, 0.03], [-0.07, 0.05, 0.01], [0.01, 0.00, 0.02], [-0.01, 0.02, -0.03], [0.05, -0.01, 0.03], [-0.01, -0.03, -0.01], [0.02, 0.02, -0.04], [-0.04, -0.01, -0.01], [0.00, -0.05, -0.04], [-0.01, 0.04, -0.09], [0.02, 0.03, 0.01], [-0.05, 0.03, 0.05], [-0.28, -0.02, -0.01], [0.08, -0.15, -0.06], [-0.31, 0.02, 0.45], [0.22, 0.01, -0.12], [0.01, 0.15, 0.05], [0.05, 0.05, 0.12], [-0.01, -0.02, -0.15], [-0.02, -0.02, 0.04], [-0.12, -0.03, 0.00], [0.00, 0.07, -0.05], [0.02, -0.14, -0.11], [0.16, -0.01, 0.04], [0.00, -0.07, 0.00], [-0.05, 0.02, -0.08], [0.02, 0.01, 0.05], [0.01, 0.01, -0.06], [0.00, -0.04, 0.01], [-0.04, -0.04, 0.02], [0.06, 0.01, 0.01], [-0.14, 0.26, 0.38], [0.05, -0.12, -0.04], [0.18, -0.16, -0.25], [0.14, 0.05, 0.12], [0.00, 0.03, 0.12], [0.00, -0.01, 0.04], [-0.03, -0.01, 0.00], [-0.03, 0.00, -0.06], [0.01, 0.02, 0.03], [-0.03, 0.00, 0.00], [0.02, -0.02, -0.01], [-0.01, 0.03, 0.00], [0.01, -0.06, 0.02], [-0.03, 0.01, -0.02], [0.01, 0.02, 0.00], [0.02, 0.00, -0.03], [0.02, -0.04, 0.05], [-0.23, 0.07, -0.02], [0.20, -0.14, -0.11], [0.06, -0.03, 0.00], [0.03, 0.00, 0.00], [0.00, -0.02, -0.03], [-0.02, 0.01, 0.03], [0.03, 0.00, 0.04], [0.01, 0.05, 0.02], [0.00, -0.04, 0.00], [-0.03, 0.00, 0.04], [0.00, -0.01, -0.01], [-0.01, 0.04, -0.05], [-0.04, 0.00, 0.04], [0.01, 0.02, 0.00], [0.05, 0.01, -0.02], [-0.02, -0.01, 0.00], [0.01, -0.01, -0.02], [0.03, 0.02, 0.01], [-0.03, 0.02, -0.02], [0.01, 0.01, 0.00], [-0.01, -0.01, 0.05], [-0.03, 0.00, 0.04], [0.01, -0.01, 0.02], [-0.03, -0.02, -0.03], [0.00, 0.01, -0.01], [0.01, -0.04, 0.00], [0.05, 0.02, -0.01], [-0.01, 0.02, -0.01], [-0.02, -0.03, 0.00], [0.00, 0.01, -0.04], [0.02, 0.04, 0.05]],
  "mulliken_charge": [0.6716, -1.7056, 0.2351, 0.7446, -0.8067, -0.0898, -0.4658, -0.3767, 0.6800, -0.3132, -0.5713, -0.5676, -0.3492, -0.2065, 0.4643, 0.2701, 0.3557, 0.2227, 0.2787, 0.3187, 0.3938, 0.3856, 0.3757, -1.6784, 2.0676, -1.5578, -2.1757, -1.0300, -0.5763, -0.8396, 0.3865, -1.1597, 0.2982, -1.4113, 0.4560, -0.4783, 1.5755, -1.1670, 2.4393, -1.8762, -1.6285, -2.3438, 2.1353, -1.5260, -1.3844, -2.3273, 0.8423, -0.8031, -0.0288, -0.0240, 2.1780, -1.7210, -2.2180, -1.5952, 0.4438, 0.3481, 0.3192, 0.5268, 0.1898, 0.3421, 0.4582, 0.3993, 0.3717, 1.2562, 0.5948, 0.4665, 0.3511, 0.4629, 0.3814, 0.2979, 0.2132, 0.5446, 0.4515, 0.4329, 0.3868, 0.1427, 0.4808, 0.3211, 0.1101, 0.3087, 0.4526, 0.4456, 0.4510, 0.3594, 0.4344, 0.3267, 0.4469, 0.3759, 0.3776, 0.3943, 0.4446, 0.3219, 0.4627, 0.3317]
}